# 1
{"formula": "C26H53BrN", "method": "ωB97M-V/def2-TZVPD", "homo_ha": -0.4766, "gap_ev": 8.13, "total_charge": 1, "species": ["C", "C", "Br", "C", "N", "C", "C", "C", "C", "C", "H", "H", "H", "H", "H", "H", "H", "H", "H", "H", "H", "C", "C", "C", "C", "C", "C", "H", "H", "H", "H", "H", "H", "H", "H", "H", "H", "H", "H", "H", "H", "C", "C", "C", "C", "C", "C", "H", "H", "H", "H", "H", "H", "H", "H", "H", "H", "H", "H", "H", "H", "C", "C", "C", "C", "C", "C", "H", "H", "H", "H", "H", "H", "H", "H", "H", "H", "H", "H", "H", "H"], "coordinates": [[5.56381, 0.86949, 2.00089], [5.42752, 1.79899, 0.69765], [6.65071, 3.37384, 1.01132], [3.94644, 2.33992, 0.39942], [2.84655, 1.37771, 0.71786], [1.66997, 1.94180, 1.37750], [0.42735, 1.11642, 1.78243], [0.41900, -0.39843, 1.46200], [1.65201, -0.99543, 0.73669], [2.81827, -0.02027, 0.39780], [5.58771, -0.22461, 1.61950], [4.58263, 0.94513, 2.60647], [6.49510, 1.06355, 2.62485], [5.80282, 1.25582, -0.24627], [3.78040, 3.27333, 1.05968], [3.83560, 2.60910, -0.71745], [1.63726, 3.06837, 1.62178], [-0.45167, 1.64175, 2.29847], [-0.44284, -1.09063, 1.74683], [1.75708, -2.10653, 0.45888], [3.71812, -0.48974, -0.14567], [0.39268, 6.48366, 1.58267], [-0.96426, 6.75437, 2.21885], [-1.67317, 5.48636, 2.69577], [-2.01747, 4.47560, 1.59813], [-2.89364, 5.01248, 0.46563], [-4.26885, 5.46951, 0.93252], [0.30113, 5.87052, 0.68187], [0.86817, 7.42436, 1.29442], [1.05706, 5.97040, 2.28470], [-1.59620, 7.30538, 1.51776], [-0.81724, 7.41360, 3.08121], [-2.58660, 5.77318, 3.22716], [-1.04090, 4.98556, 3.44037], [-2.52357, 3.62049, 2.06302], [-1.09008, 4.07848, 1.16723], [-3.02542, 4.21810, -0.27681], [-2.38961, 5.83522, -0.05186], [-4.80824, 4.65067, 1.41686], [-4.86373, 5.80515, 0.07910], [-4.20129, 6.30214, 1.63640], [1.00283, -4.78882, 2.41446], [1.47329, -5.29317, 1.05655], [0.36236, -5.33037, 0.00570], [-0.80732, -6.26746, 0.31862], [-0.42839, -7.73222, 0.54117], [0.19751, -8.38594, -0.68336], [0.24400, -5.44432, 2.84747], [1.84243, -4.74922, 3.11332], [0.58307, -3.78126, 2.33290], [1.92771, -6.28068, 1.16794], [2.26879, -4.62897, 0.69642], [0.80173, -5.60493, -0.95956], [-0.03499, -4.31505, -0.12612], [-1.52680, -6.20845, -0.50621], [-1.33697, -5.90264, 1.20546], [-1.33393, -8.28740, 0.80630], [0.25056, -7.82723, 1.39515], [-0.48111, -8.33962, -1.53966], [0.41090, -9.43870, -0.48048], [1.13852, -7.90564, -0.96237], [-1.64001, 1.13422, -5.26955], [-2.60006, 0.12732, -4.65033], [-2.74807, 0.28289, -3.13619], [-1.46801, 0.06115, -2.32585], [-0.80139, -1.30199, -2.51773], [-1.67409, -2.46760, -2.07542], [-0.62392, 1.01230, -4.88553], [-1.60134, 1.00020, -6.35344], [-1.96506, 2.15833, -5.06723], [-2.28122, -0.88793, -4.90135], [-3.58562, 0.26070, -5.10948], [-3.52519, -0.40553, -2.78675], [-3.12365, 1.29036, -2.91843], [-1.70498, 0.19392, -1.26278], [-0.74282, 0.84492, -2.57199], [0.12484, -1.32106, -1.93153], [-0.50579, -1.44033, -3.56266], [-1.94736, -2.37122, -1.02012], [-1.13195, -3.40931, -2.19832], [-2.59115, -2.53405, -2.66472]], "lowdin_charge": [-0.1535, -0.6767, 0.6585, -0.1873, -0.0897, 0.0476, 0.0270, 0.0223, 0.0290, 0.0320, 0.0860, 0.0874, 0.0749, 0.1035, 0.1250, 0.1573, 0.1402, 0.1157, 0.1197, 0.1109, 0.1503, -0.1185, -0.2640, -0.2265, -0.2444, -0.2687, -0.1059, 0.0610, 0.0746, 0.0658, 0.1036, 0.1106, 0.1063, 0.1055, 0.1051, 0.0776, 0.1023, 0.1022, 0.0779, 0.0752, 0.0694, -0.1084, -0.2725, -0.2357, -0.2247, -0.2680, -0.1099, 0.0733, 0.0744, 0.0528, 0.1043, 0.0916, 0.1052, 0.0834, 0.1111, 0.1025, 0.1086, 0.1003, 0.0779, 0.0740, 0.0655, -0.1120, -0.2675, -0.2254, -0.2366, -0.2708, -0.1088, 0.0629, 0.0737, 0.0766, 0.1000, 0.1095, 0.1040, 0.1097, 0.0977, 0.0977, 0.0803, 0.1050, 0.0712, 0.0644, 0.0737]}

# 2
{"formula": "C26H53ClN4O14P", "method": "ωB97M-V/def2-TZVPD", "homo_ha": -0.2416, "gap_ev": 8.88, "total_charge": -1, "species": ["Cl", "O", "O", "O", "O", "O", "P", "N", "C", "C", "N", "C", "C", "N", "C", "C", "H", "H", "H", "H", "H", "H", "H", "H", "H", "H", "H", "H", "H", "H", "H", "H", "H", "H", "O", "C", "O", "C", "C", "C", "H", "H", "H", "H", "H", "H", "O", "C", "O", "C", "C", "C", "H", "H", "H", "H", "H", "H", "O", "C", "O", "C", "C", "C", "H", "H", "H", "H", "H", "H", "O", "C", "O", "C", "C", "C", "H", "H", "H", "H", "H", "H", "C", "C", "C", "O", "C", "N", "H", "H", "H", "H", "H", "H", "H", "H", "H", "H", "H"], "coordinates": [[-6.31404, 13.82410, 17.34541], [-5.26959, 14.03965, 16.36004], [-5.89900, 14.49424, 18.57006], [-7.54880, 14.36488, 16.84038], [-6.43830, 12.40916, 17.59693], [-0.35430, 11.48934, 13.23977], [-0.60330, 12.76577, 12.55992], [0.59860, 13.89956, 12.67573], [0.71415, 14.68790, 13.90236], [1.82245, 13.60196, 11.94013], [-1.94861, 13.57698, 13.10755], [-3.02504, 12.88271, 13.79965], [-2.30746, 14.92606, 12.71203], [-0.78276, 12.59610, 10.91354], [-1.01699, 13.71407, 10.02908], [-1.01418, 11.27278, 10.34990], [-0.21171, 15.20861, 14.12215], [1.53461, 15.39561, 13.78222], [0.95916, 14.07455, 14.78228], [1.65289, 13.71891, 10.86882], [2.17032, 12.57664, 12.10874], [2.60776, 14.27720, 12.27415], [-3.81804, 12.59397, 13.09230], [-2.66252, 12.00695, 14.32223], [-3.52200, 13.58619, 14.47521], [-3.07286, 14.93152, 11.92760], [-2.68894, 15.47082, 13.57863], [-1.43758, 15.45849, 12.32940], [-0.26533, 14.49010, 10.19255], [-0.92025, 13.38697, 8.99046], [-2.01549, 14.15476, 10.10003], [-1.92439, 11.27912, 9.74902], [-1.18243, 10.56127, 11.15957], [-0.13435, 10.93048, 9.79955], [-5.52410, 20.86296, 16.52539], [-6.04180, 19.78441, 16.52975], [-6.42844, 19.18869, 17.68711], [-6.86286, 17.83440, 17.48009], [-6.68689, 17.54618, 15.98407], [-6.43970, 18.91370, 15.34465], [-7.91258, 17.78615, 17.76293], [-6.26425, 17.13283, 18.05626], [-7.61497, 17.13596, 15.59105], [-5.85918, 16.87958, 15.76306], [-7.35202, 19.37446, 14.96045], [-5.65622, 18.90994, 14.59443], [-9.28571, 12.00962, 21.89088], [-9.68530, 12.81324, 21.11017], [-11.02743, 12.98021, 20.88585], [-11.26413, 14.06369, 19.98586], [-9.94658, 14.85064, 19.91393], [-8.91816, 13.76874, 20.21336], [-12.09481, 14.67095, 20.33839], [-11.50562, 13.64499, 19.00507], [-9.93212, 15.63097, 20.67999], [-9.87421, 15.33041, 18.93926], [-7.95964, 14.10244, 20.58296], [-8.75003, 13.22197, 19.27588], [-3.41672, 17.22125, 15.25803], [-2.76183, 16.79752, 16.16654], [-1.43992, 16.51462, 16.02184], [-0.84764, 16.18652, 17.28404], [-1.84566, 16.66432, 18.34470], [-3.16523, 16.55386, 17.59317], [0.10306, 16.69768, 17.41744], [-0.69035, 15.11339, 17.37092], [-1.63002, 17.69785, 18.62540], [-1.81363, 16.07512, 19.25958], [-3.93898, 17.21269, 17.98176], [-3.59477, 15.55600, 17.72854], [0.53480, 12.71789, 18.28128], [-0.61792, 12.60916, 17.97972], [-1.63822, 12.95413, 18.81284], [-2.89115, 12.57810, 18.21616], [-2.56266, 11.64409, 17.04832], [-1.20392, 12.20138, 16.64389], [-3.43503, 13.44059, 17.83059], [-3.53461, 12.08502, 18.94374], [-3.34066, 11.73788, 16.29709], [-2.47817, 10.60333, 17.36154], [-1.30192, 13.05448, 15.96580], [-0.53994, 11.49586, 16.14671], [-3.38091, 14.34246, 21.47917], [-4.75521, 14.09334, 22.10239], [-5.53533, 15.38665, 22.22097], [-6.56208, 15.22770, 23.17952], [-7.42703, 16.32829, 23.21284], [-5.55693, 13.12128, 21.34806], [-3.48597, 14.65139, 20.43356], [-2.80681, 13.41389, 21.46994], [-2.81338, 15.10978, 22.01094], [-4.61943, 13.72631, 23.12524], [-5.96252, 15.63704, 21.23687], [-4.87431, 16.20873, 22.53157], [-8.18636, 16.14056, 23.96930], [-7.91311, 16.49962, 22.24239], [-6.89390, 17.25556, 23.47706], [-5.81699, 13.58846, 20.48286], [-4.94398, 12.36773, 21.04907]], "lowdin_charge": [0.6425, -0.3774, -0.3961, -0.3455, -0.3445, -0.2737, 0.4881, -0.3030, -0.0918, -0.1058, -0.2905, -0.0953, -0.1141, -0.3057, -0.1229, -0.1088, 0.0479, 0.0815, 0.0884, 0.0630, 0.0826, 0.0773, 0.0916, 0.0565, 0.0741, 0.0802, 0.0674, 0.0767, 0.0701, 0.0816, 0.0692, 0.0793, 0.0682, 0.0796, 0.1031, -0.4869, 0.0124, -0.1423, -0.1470, -0.0683, 0.1206, 0.0964, 0.1096, 0.0900, 0.1240, 0.1160, 0.1307, -0.4664, 0.0051, -0.1695, -0.1494, -0.0662, 0.1165, 0.1224, 0.1050, 0.1101, 0.0934, 0.1284, 0.1181, -0.4576, 0.0145, -0.1356, -0.1288, -0.0636, 0.1267, 0.1015, 0.1175, 0.1060, 0.1226, 0.0958, 0.1120, -0.4991, 0.0081, -0.1539, -0.1294, -0.0852, 0.0834, 0.1206, 0.0971, 0.1226, 0.1109, 0.1235, -0.0631, -0.4225, -0.2196, -0.1756, -0.1271, 0.0713, 0.0627, 0.0759, 0.0749, 0.1362, 0.1222, 0.1253, 0.0862, 0.0773, 0.0855, 0.0190, 0.0653]}

# 3
{"formula": "C26H53N11PtS", "method": "ωB97M-V/def2-TZVPD", "s_squared": 2.0059, "homo_ha": [-0.4517, -0.4830], "multiplicity": 3, "gap_ev": [7.36, 7.47], "total_charge": 2, "species": ["Pt", "C", "N", "C", "C", "N", "C", "C", "N", "C", "C", "N", "C", "N", "C", "C", "N", "C", "C", "C", "C", "N", "C", "N", "C", "C", "N", "C", "C", "N", "C", "C", "H", "H", "H", "H", "H", "H", "H", "H", "H", "H", "H", "H", "H", "H", "H", "H", "H", "H", "H", "H", "H", "H", "H", "H", "H", "H", "H", "H", "H", "H", "H", "H", "H", "H", "H", "H", "H", "H", "H", "H", "H", "H", "H", "H", "H", "H", "H", "H", "S", "C", "N", "C", "C", "C", "C", "H", "H", "H", "H", "H"], "coordinates": [[0.39193, 0.42473, 0.43223], [3.46953, -1.85799, -2.18147], [3.61286, -0.78302, -1.20615], [3.31297, 0.55601, -1.69014], [3.41704, -1.09546, 0.12410], [2.57110, -0.41995, 0.86792], [2.85447, -0.32554, 2.30372], [1.97015, 0.69557, 2.98484], [0.55106, 0.39702, 2.76415], [0.13680, -0.93500, 3.25523], [-0.00218, -1.94559, 2.12588], [-0.77374, -1.41782, 1.00640], [-1.92668, -1.96725, 0.69055], [-2.68820, -2.69583, 1.56911], [-3.22775, -3.99819, 1.19032], [-2.98781, -2.28133, 2.92648], [-2.42899, -1.89593, -0.56528], [-3.86116, -1.89320, -0.82757], [-1.59319, -1.84336, -1.74812], [-0.34663, 1.45334, 3.26241], [-1.57577, 1.54862, 2.36785], [-1.08832, 1.94479, 1.05829], [-1.59531, 3.02115, 0.49263], [-0.82804, 3.87884, -0.21719], [0.59251, 4.05842, 0.05322], [-1.36816, 4.67857, -1.30569], [-2.91667, 3.32158, 0.61108], [-3.40754, 4.67536, 0.83601], [-3.91355, 2.26583, 0.66422], [4.24735, -2.08435, 0.56874], [3.87661, -3.08756, 1.55934], [5.58679, -2.28022, 0.01341], [2.41601, -2.05035, -2.41911], [3.90164, -2.78288, -1.80727], [3.99198, -1.58812, -3.09869], [3.68891, 0.64197, -2.70837], [3.82121, 1.29409, -1.06894], [2.25121, 0.78831, -1.69542], [3.89105, -0.00684, 2.44705], [2.74133, -1.27221, 2.82664], [2.17024, 1.68870, 2.57994], [2.20427, 0.70888, 4.05622], [-0.81160, -0.82594, 3.77171], [0.85440, -1.31280, 3.98940], [-0.41798, -2.87617, 2.51433], [0.99222, -2.16865, 1.74146], [-2.86988, -4.28346, 0.20528], [-4.32055, -3.99653, 1.18693], [-2.89134, -4.75035, 1.90699], [-2.78558, -1.22177, 3.05020], [-2.43193, -2.84912, 3.67820], [-4.05194, -2.43972, 3.11291], [-4.41814, -1.72584, 0.09013], [-4.19374, -2.83096, -1.27836], [-4.09001, -1.08408, -1.52419], [-0.55065, -1.87894, -1.45543], [-1.76764, -0.92580, -2.30862], [-1.82054, -2.69821, -2.39310], [0.17707, 2.40753, 3.21836], [-0.62227, 1.26849, 4.30538], [-2.26475, 2.28399, 2.78782], [-2.08775, 0.58353, 2.32704], [1.00449, 3.19333, 0.55902], [0.76074, 4.94442, 0.67175], [1.12576, 4.18633, -0.88695], [-2.33363, 4.28672, -1.61395], [-0.68471, 4.61809, -2.15348], [-1.47825, 5.73029, -1.03101], [-2.57673, 5.36492, 0.95415], [-3.99908, 4.69459, 1.75381], [-4.04312, 5.01799, 0.01633], [-3.45550, 1.31568, 0.39250], [-4.71014, 2.48896, -0.04841], [-4.36625, 2.17633, 1.65623], [2.80335, -3.26429, 1.55007], [4.20143, -2.83010, 2.56848], [4.36132, -4.02377, 1.28656], [5.85306, -1.45730, -0.63916], [5.65309, -3.21825, -0.54157], [6.30649, -2.32663, 0.83247], [-0.27273, 1.41946, -2.04165], [0.13684, 0.70613, -3.53061], [-0.06563, 1.43809, -4.65993], [0.18928, 1.00401, -5.91695], [0.68924, -0.24319, -6.12055], [0.92069, -1.05202, -4.99485], [0.65194, -0.58895, -3.73145], [-0.44200, 2.36623, -4.52182], [-0.02329, 1.69288, -6.72198], [0.89431, -0.59400, -7.12092], [1.31202, -2.05276, -5.13178], [0.82023, -1.20216, -2.85935]], "mulliken_spin": [1.2563, -0.0022, 0.0020, 0.0106, 0.0083, 0.0680, -0.0077, 0.0111, 0.2287, -0.0350, 0.0197, 0.1915, 0.0006, 0.0104, -0.0003, -0.0014, 0.0018, -0.0006, -0.0140, -0.0364, 0.0135, 0.1225, 0.0037, 0.0012, 0.0371, 0.0024, 0.0149, -0.0017, -0.0006, 0.0076, 0.0004, -0.0011, 0.0012, -0.0002, -0.0001, 0.0003, 0.0069, 0.0021, 0.0002, -0.0033, -0.0027, -0.0010, -0.0091, -0.0001, 0.0015, -0.0058, 0.0004, 0.0008, 0.0000, 0.0005, 0.0000, 0.0002, 0.0001, 0.0002, 0.0000, 0.0059, -0.0008, -0.0001, 0.0048, -0.0002, -0.0008, -0.0020, -0.0189, 0.0012, 0.0034, -0.0002, 0.0001, -0.0001, 0.0005, 0.0003, 0.0006, -0.0017, 0.0003, 0.0003, -0.0004, 0.0003, 0.0003, 0.0004, 0.0003, 0.0002, 0.1055, -0.0291, 0.0123, 0.0016, 0.0012, 0.0001, 0.0168, 0.0025, 0.0001, 0.0000, 0.0001, -0.0082]}

Number 1: total energy -3650.8579 a.u.. Number 2: total energy -3096.3722 a.u.. Number 3: total energy -2141.7858 a.u..